DFT (ωB97M-V/def2-TZVPD) results for a structure of composition C26H33F4N7OTi in a non-equilibrium geometry.

Each line ends with the natural charge from an NBO analysis.
Cartesian coordinates (Å):
Ti  -0.29044  0.08791  0.14194  2.03
O  -4.25299  -0.51278  -0.63401  -0.53
C  -3.04976  -0.52329  -0.62985  0.64
N  -2.21814  -0.01252  0.33830  -0.79
C  -2.83791  0.75115  1.41990  -0.28
C  -2.04433  2.01313  1.58021  0.25
C  -2.55165  3.15262  2.16994  -0.23
C  -1.82005  4.32415  2.09592  -0.09
C  -0.60905  4.32399  1.41137  -0.24
C  -0.15045  3.14627  0.87998  0.08
N  -0.82881  1.98714  0.99755  -0.58
C  -2.25256  -1.08410  -1.76411  0.14
C  -2.85820  -1.65022  -2.85762  -0.19
C  -2.06234  -2.03770  -3.92572  -0.09
C  -0.69192  -1.81995  -3.85749  -0.22
C  -0.16127  -1.24219  -2.72473  0.07
N  -0.92142  -0.90112  -1.66673  -0.57
H  -3.86496  0.98460  1.15471  0.28
H  -2.88129  0.18692  2.35657  0.22
H  -3.53346  3.12676  2.62848  0.25
H  -2.20591  5.23948  2.53041  0.25
H  -0.03314  5.23091  1.28117  0.26
H  0.77000  3.11136  0.32085  0.22
H  -3.93578  -1.75260  -2.85460  0.28
H  -2.50345  -2.48968  -4.80746  0.26
H  -0.03508  -2.08525  -4.67722  0.26
H  0.89669  -1.05100  -2.64570  0.22
C  1.90431  -0.48028  3.19343  -0.42
N  1.70958  0.44101  2.05334  -0.46
C  1.89359  1.80477  2.58390  -0.42
C  2.75506  0.15336  1.06547  -0.23
C  2.58563  0.87302  -0.25357  -0.25
N  1.20124  0.86988  -0.80140  -0.77
C  1.05220  1.57926  -2.03189  0.01
C  -0.21701  1.99986  -2.40731  0.32
F  -1.23005  1.70930  -1.57497  -0.30
C  -0.50721  2.68383  -3.56137  0.36
F  -1.76648  3.02840  -3.79447  -0.28
C  0.49701  2.99815  -4.44824  -0.31
C  1.76919  2.59273  -4.11684  0.37
F  2.78446  2.84903  -4.92882  -0.27
C  2.04892  1.89678  -2.95240  0.30
F  3.31535  1.51840  -2.77895  -0.29
H  2.88492  -0.31954  3.64917  0.22
H  1.87016  -1.52446  2.88055  0.19
H  1.14616  -0.30648  3.96059  0.22
H  2.80575  1.85267  3.18381  0.21
H  1.04880  2.08818  3.20901  0.22
H  1.99217  2.52128  1.77961  0.21
H  2.76270  -0.91690  0.91223  0.21
H  3.74271  0.41938  1.45501  0.22
H  3.27678  0.40286  -0.94260  0.24
H  2.91158  1.91045  -0.16802  0.21
H  0.29886  3.53598  -5.36768  0.28
N  -0.46796  -1.31829  1.75180  -0.89
C  -1.42157  -2.47662  1.82999  -0.21
C  -0.93949  -3.75690  1.14637  -0.41
C  0.43174  -4.26159  1.63002  -0.44
C  1.66179  -3.81120  0.81748  -0.23
N  1.38622  -2.65825  -0.08069  -0.85
H  0.46136  -1.69004  1.86892  0.43
H  -0.61043  -0.73004  2.56857  0.40
H  -2.37160  -2.15882  1.42060  0.22
H  -1.56924  -2.69393  2.88485  0.21
H  -0.98120  -3.66325  0.05673  0.20
H  -1.68677  -4.50743  1.40018  0.25
H  0.43378  -5.34923  1.62198  0.25
H  0.54436  -3.99292  2.68719  0.21
H  2.02087  -4.64833  0.22385  0.21
H  2.48052  -3.54487  1.48625  0.20
H  0.77161  -2.98819  -0.81031  0.37
H  2.24729  -2.43503  -0.56343  0.38

## Properties
- electronic energy (eV) = -73949.3865
- charge = +2
- ΔE to the lowest compared entry with this formula, charge and spin (kcal per mole) = 1.6
- gap between HOMO and LUMO (eV) = 7.62